(1)
Molecular formula: C6H18ClN3OPTi2
Method: DFT, ωB97M-V with the def2-TZVPD basis set

Output
HOMO (alpha / beta) ... -5.0 / -9.1 eV
F_max ... 4.48 eV/Å
Multiplicity ... 8
HOMO-LUMO gap (alpha / beta) ... 5.387 / 9.488 eV

Cartesian coordinates (Å):
Ti1 -3.57 1.62 0.03
Ti2 -4.27 4.05 -2.25
Cl1 -3.47 1.36 -2.66
O1 -1.51 0.96 0.90
P1 -0.33 0.18 0.48
N1 0.55 -0.61 1.73
C1 1.27 -1.84 1.50
C2 0.95 0.11 2.94
N2 0.91 1.14 -0.33
C3 0.58 2.35 -1.08
C4 2.30 0.66 -0.47
N3 -0.80 -1.08 -0.57
C5 -1.74 -2.05 -0.06
C6 -0.50 -1.00 -1.91
H1 1.38 -2.10 0.44
H2 0.60 -2.66 1.78
H3 2.15 -1.77 2.13
H4 2.01 0.30 2.76
H5 0.73 -0.53 3.80
H6 0.48 1.09 3.03
H7 1.34 3.14 -1.08
H8 0.33 2.13 -2.12
H9 -0.34 2.81 -0.71
H10 2.30 -0.31 -0.95
H11 2.82 1.27 -1.20
H12 2.81 0.68 0.49
H13 -1.73 -2.84 -0.81
H14 -1.30 -2.40 0.88
H15 -2.72 -1.63 0.16
H16 -0.83 -1.88 -2.46
H17 0.57 -1.02 -2.12
H18 -0.99 -0.12 -2.31

---

(2)
Molecular formula: C6H18CrO8S
Method: DFT, ωB97M-V with the def2-TZVPD basis set

Output
HOMO (alpha / beta) ... 1.3 / -0.4 eV
F_max ... 3.61 eV/Å
Net charge ... -2
Multiplicity ... 5
HOMO-LUMO gap (alpha / beta) ... 3.582 / 5.282 eV
Energy relative to the best compared isomer or geometry (same formula, charge and spin) ... 111.4 kJ/mol

Cartesian coordinates (Å):
Cr1 -0.92 0.27 -0.69
C1 0.45 -1.70 2.55
C2 -1.02 -1.26 2.49
O1 -1.36 -0.58 1.34
H1 0.71 -2.56 1.92
H2 0.72 -2.02 3.57
H3 1.10 -0.90 2.19
H4 -1.22 -0.55 3.32
H5 -1.66 -2.16 2.63
S1 -1.50 -0.07 -3.38
O2 -0.59 0.96 -2.76
O3 -1.67 -0.96 -2.19
O4 -2.77 0.54 -3.73
O5 -0.86 -0.73 -4.52
O6 -2.98 0.91 -0.53
H6 -3.04 1.86 -0.43
C3 0.80 -2.64 -1.27
C4 1.44 -1.29 -1.64
O7 1.10 -0.28 -0.67
H7 1.41 -3.08 -0.47
H8 0.97 -3.31 -2.13
H9 -0.23 -2.71 -0.94
H10 1.06 -0.95 -2.61
H11 2.51 -1.51 -1.67
H12 1.89 -0.11 -0.15
C5 0.96 2.65 1.95
C6 0.85 2.77 0.43
O8 -0.44 2.28 0.04
H13 1.90 3.10 2.31
H14 0.80 1.62 2.24
H15 0.20 3.30 2.38
H16 1.62 2.32 -0.18
H17 0.87 3.86 0.22
H18 -1.08 2.91 0.39

---

(3)
Molecular formula: C6H18CsO3
Method: DFT, ωB97M-V with the def2-TZVPD basis set

Output
HOMO ... -13.8 eV
F_max ... 2.36 eV/Å
Net charge ... +1
Multiplicity ... 1
HOMO-LUMO gap ... 10.857 eV
Energy relative to the best compared isomer or geometry (same formula, charge and spin) ... 24.0 kJ/mol

Cartesian coordinates (Å):
Cs1 1.05 1.11 0.18
C1 -0.65 -2.86 0.51
C2 0.86 -3.09 0.56
O1 1.49 -1.78 0.41
H1 -0.88 -2.29 -0.40
H2 -1.02 -2.24 1.33
H3 -1.09 -3.85 0.39
H4 1.19 -3.63 -0.33
H5 1.16 -3.56 1.49
H6 2.44 -1.94 0.53
C3 2.52 2.55 -2.61
C4 1.38 2.12 -3.54
O2 0.58 1.24 -2.75
H7 2.79 1.77 -1.88
H8 2.40 3.45 -2.00
H9 3.38 2.75 -3.25
H10 1.82 1.58 -4.38
H11 0.83 3.03 -3.78
H12 0.22 0.59 -3.37
C5 -3.20 0.53 2.06
C6 -1.99 0.40 2.95
O3 -0.88 1.19 2.45
H13 -2.88 0.37 1.03
H14 -3.61 1.54 2.12
H15 -4.00 -0.17 2.29
H16 -1.62 -0.63 2.98
H17 -2.16 0.78 3.96
H18 -0.12 1.06 3.03

---

(4)
Molecular formula: C6H18F18LiN3O21S6
Method: DFT, ωB97M-V with the def2-TZVPD basis set

Output
HOMO ... -5.0 eV
F_max ... 3.77 eV/Å
Net charge ... -2
Multiplicity ... 1
HOMO-LUMO gap ... 7.614 eV

Cartesian coordinates (Å):
Li1 -22.09 8.23 -3.97
C1 -21.91 11.19 -2.15
F1 -21.89 11.64 -0.91
F2 -21.47 12.13 -2.97
F3 -21.09 10.13 -2.20
S1 -23.68 10.65 -2.69
O1 -24.57 11.13 -1.67
O2 -23.87 11.26 -3.99
N1 -23.45 8.97 -2.81
S2 -24.25 8.43 -1.51
O3 -23.68 8.86 -0.26
O4 -25.68 8.50 -1.69
C2 -23.93 6.58 -1.53
F4 -22.65 6.34 -1.31
F5 -24.68 6.01 -0.62
F6 -24.31 6.13 -2.72
C3 -25.00 3.55 1.61
F7 -26.11 4.07 1.11
F8 -24.07 3.62 0.67
F9 -24.67 4.21 2.70
S3 -25.34 1.66 1.96
O5 -26.38 1.31 1.02
O6 -24.10 0.95 1.75
N2 -25.96 1.72 3.53
S4 -24.73 1.33 4.47
O7 -24.71 -0.09 4.72
O8 -23.46 1.99 4.16
C4 -25.30 1.94 6.18
F10 -26.36 1.31 6.66
F11 -24.28 1.78 7.05
F12 -25.51 3.26 6.12
C5 -22.26 6.81 -7.55
F13 -22.35 8.13 -7.47
F14 -23.11 6.36 -8.49
F15 -21.05 6.45 -8.01
S5 -22.64 5.96 -5.94
O9 -23.86 6.59 -5.52
O10 -22.68 4.55 -6.26
N3 -21.38 6.54 -4.95
S6 -20.70 5.25 -4.36
O11 -21.60 4.57 -3.43
O12 -20.05 4.38 -5.29
C6 -19.31 5.89 -3.22
F16 -19.85 6.59 -2.21
F17 -18.77 4.82 -2.63
F18 -18.40 6.57 -3.88
O13 -20.60 9.57 -4.87
H1 -20.30 9.95 -4.04
H2 -20.66 10.32 -5.47
O14 -25.82 13.50 -0.92
H3 -25.47 12.65 -1.25
H4 -25.18 13.78 -0.26
O15 -27.23 11.94 -3.63
H5 -27.82 11.69 -4.35
H6 -26.34 11.84 -3.99
O16 -26.94 6.56 -4.73
H7 -27.75 6.79 -4.26
H8 -26.64 5.74 -4.32
O17 -18.03 10.73 -2.58
H9 -17.30 11.06 -2.04
H10 -18.45 10.06 -2.02
O18 -22.08 11.26 2.04
H11 -22.21 11.88 2.76
H12 -21.81 11.80 1.29
O19 -24.53 9.35 2.80
H13 -23.90 9.76 2.19
H14 -24.01 8.71 3.29
O20 -22.03 14.17 -4.89
H15 -21.69 13.31 -5.13
H16 -22.94 14.01 -4.62
O21 -25.31 8.95 -5.10
H17 -25.08 9.82 -5.41
H18 -24.91 8.88 -4.24

---

(5)
Molecular formula: C6H18FO3S3Tl
Method: DFT, ωB97M-V with the def2-TZVPD basis set

Output
HOMO ... -15.7 eV
F_max ... 2.56 eV/Å
Net charge ... +2
Multiplicity ... 1
HOMO-LUMO gap ... 3.354 eV
Energy relative to the best compared isomer or geometry (same formula, charge and spin) ... 0.0 kJ/mol

Cartesian coordinates (Å):
Tl1 -21.21 -7.02 -7.84
F1 -19.01 -5.35 -7.73
C1 -23.78 -10.36 -10.24
S1 -23.05 -8.91 -11.03
O1 -22.58 -7.98 -9.94
C2 -21.56 -9.69 -11.63
H1 -24.50 -9.93 -9.53
H2 -23.08 -10.94 -9.64
H3 -24.31 -10.93 -11.00
H4 -21.00 -9.09 -12.34
H5 -21.67 -10.71 -12.02
H6 -20.90 -9.81 -10.76
C3 -26.59 -6.11 -7.94
S2 -24.82 -5.59 -7.95
O2 -23.87 -6.72 -7.74
C4 -24.82 -5.05 -9.67
H7 -26.84 -6.37 -6.91
H8 -26.55 -7.09 -8.44
H9 -27.27 -5.47 -8.49
H10 -24.09 -4.33 -10.03
H11 -25.78 -4.55 -9.75
H12 -24.76 -5.88 -10.37
C5 -17.70 -8.45 -11.64
S3 -18.45 -7.09 -10.73
O3 -19.41 -7.83 -9.82
C6 -17.01 -6.60 -9.75
H13 -17.39 -9.30 -11.04
H14 -16.89 -8.02 -12.24
H15 -18.38 -8.85 -12.39
H16 -16.12 -6.45 -10.36
H17 -16.75 -7.34 -8.99
H18 -17.42 -5.73 -9.23

---

(6)
Molecular formula: C6H18IO6
Method: DFT, ωB97M-V with the def2-TZVPD basis set

Output
HOMO ... -4.7 eV
F_max ... 2.53 eV/Å
Net charge ... -1
Multiplicity ... 1
HOMO-LUMO gap ... 7.528 eV
Energy relative to the best compared isomer or geometry (same formula, charge and spin) ... 143.5 kJ/mol

Cartesian coordinates (Å):
I1 1.22 -0.89 -2.22
C1 -1.62 -3.12 -0.41
C2 -2.44 -3.61 0.79
O1 -3.01 -2.66 1.67
O2 -0.27 -3.16 -0.13
H1 -1.90 -2.08 -0.61
H2 -1.92 -3.67 -1.30
H3 -1.96 -4.40 1.38
H4 -3.37 -4.10 0.49
H5 -2.26 -2.24 2.09
H6 0.22 -2.67 -0.80
C3 2.57 2.99 -2.69
C4 2.64 4.52 -2.77
O3 2.73 5.01 -1.40
O4 1.24 2.42 -2.71
H7 3.18 2.58 -1.89
H8 3.18 2.68 -3.54
H9 1.82 4.98 -3.33
H10 3.48 4.70 -3.44
H11 1.87 5.04 -0.96
H12 1.35 1.49 -2.52
C5 -1.06 -0.07 3.08
C6 -0.32 -0.65 1.82
O5 0.60 0.28 1.24
O6 -1.83 -1.09 3.57
H13 -1.72 0.73 2.76
H14 -0.39 0.23 3.89
H15 -1.07 -0.90 1.07
H16 0.22 -1.57 2.07
H17 0.94 0.06 0.37
H18 -2.13 -0.81 4.44